(1)
The following is a quantum chemistry calculation of a 4-piece molecular cluster, C4H13NO3 overall in a non-equilibrium geometry, from OMol25.

Geometry as XYZ:
```
21
Properties=species:S:1:pos:R:3:forces:R:3
C -2.95568 -0.09718 0.41914 0.398 -1.093 -0.858
C -2.14241 0.94180 0.18472 -0.614 -0.308 1.326
C -0.70449 0.87809 0.36919 0.200 0.808 -0.493
C 0.06014 1.78821 -0.25375 1.048 -0.197 0.120
N 1.40540 1.60610 -0.56415 -1.006 0.714 -0.532
H -3.89971 -0.29021 -0.07855 -0.423 0.862 0.562
H -2.55002 -1.03016 0.80212 0.254 0.026 0.096
H -2.61423 1.89310 -0.04535 0.348 0.006 -0.710
H -0.17671 0.01746 0.76670 -0.420 -0.270 -0.025
H -0.26971 2.75319 -0.56798 -0.838 0.286 -0.495
H 1.90725 2.42331 -0.85959 0.060 0.110 0.147
H 1.88198 1.04795 0.08118 0.991 -1.013 1.018
O -0.53591 -2.20270 -0.99571 1.114 -0.599 0.123
H -1.04550 -1.48856 -0.62374 -0.652 0.279 -0.220
H -1.00965 -2.67618 -1.68071 -0.370 0.322 0.053
O 2.44687 -1.69676 -1.51635 0.844 -0.189 -0.079
H 1.60493 -1.98939 -1.16576 -0.576 0.258 0.022
H 2.43296 -0.74042 -1.60112 -0.420 0.004 0.050
O 1.81675 -0.28441 2.14458 0.096 0.063 -0.028
H 2.65601 -0.75072 2.10477 0.067 -0.143 -0.101
H 1.69175 -0.10253 3.08036 -0.099 0.075 0.025
```
Positions in Å, forces in eV/Å.

Summary:
**Energy above the lowest of the compared OMol25 structures with the same formula, charge and spin**: 54.3 kcal/mol
**HOMO level**: -7.73 eV
**Kohn-Sham gap**: 8.30 eV
**SMILES**: C=C/C=C/N.O.O.O
**Lowest unoccupied orbital energy**: 0.579 eV
**DFT total energy**: -11990.116 eV

(2)
The following is a quantum chemistry calculation of a 2-piece molecular cluster, C4H13NO3 overall in a non-equilibrium geometry, from OMol25.

Geometry as XYZ:
```
21
Properties=species:S:1:pos:R:3:forces:R:3
C -0.32987 -0.90909 -1.78979 0.491 2.357 -3.763
C -0.69725 -0.86274 -0.35183 -0.750 -0.587 0.492
O -2.03895 -1.34820 -0.14131 -0.383 -1.707 1.132
C -0.68271 0.52632 0.29403 2.305 -0.256 0.074
N -0.94791 0.25160 1.66411 3.814 -2.120 1.598
C 0.72183 1.35183 0.08173 -0.613 -0.864 -3.791
O 0.56375 2.69660 0.47490 0.092 -0.452 -0.022
H 0.49199 -1.52632 -2.34036 -1.066 0.856 1.912
H -0.19262 0.20434 -2.12708 0.222 -2.024 0.343
H -1.20241 -1.13433 -2.38940 -0.470 -0.412 0.075
H -0.08390 -1.56204 0.16673 0.949 -0.226 0.965
H -2.11246 -1.90621 0.71616 0.524 1.803 -2.190
H -1.58627 1.05392 -0.03165 0.636 0.343 -0.731
H 0.02119 0.02013 2.16527 -3.185 1.039 -0.880
H -1.50984 0.93295 2.06636 -0.532 1.379 1.423
H 1.75791 0.85890 0.31812 -2.181 0.604 0.565
H 0.84337 1.43888 -1.07394 -0.254 -0.207 1.749
H 1.00355 2.76120 1.30498 0.322 0.506 1.094
O 2.75438 -1.46991 -0.14894 1.451 0.849 -1.696
H 1.81734 -1.47674 -0.28458 -0.937 -0.132 -0.028
H 3.08202 -1.09190 -1.02145 -0.434 -0.749 1.679
```
Positions in Å, forces in eV/Å.

Summary:
**Energy above the lowest of the compared OMol25 structures with the same formula, charge and spin**: 77.1 kcal/mol
**HOMO level**: -9.07 eV
**Kohn-Sham gap**: 9.74 eV
**SMILES**: C[C@H](O)[C@@H](N)CO.O
**Lowest unoccupied orbital energy**: 0.674 eV
**DFT total energy**: -11989.128 eV

(3)
The following is a quantum chemistry calculation of a 4-piece molecular cluster, C4H13NO3 overall in a non-equilibrium geometry, from OMol25.

Geometry as XYZ:
```
21
Properties=species:S:1:pos:R:3:forces:R:3
N -0.40921 0.22240 2.10873 -1.500 -1.679 -4.986
C -0.73493 -0.23733 0.79697 -3.024 5.893 3.479
C -1.72048 0.74381 0.03970 1.094 -0.693 0.427
C -0.36571 -1.71162 -1.35168 0.204 -0.764 3.275
C -0.22748 -1.30492 0.11196 1.903 -1.436 -2.977
H 0.65881 0.10135 2.27903 1.827 -1.330 0.625
H -0.75279 1.16335 2.25036 -0.384 0.062 -0.037
H -1.94373 0.37002 -0.95290 -0.154 -0.148 -0.006
H -1.15861 1.67236 -0.15454 -0.240 -0.308 0.320
H -1.32049 -2.07610 -1.71118 -0.370 0.475 -0.016
H 0.03691 -0.97041 -2.05058 0.060 1.972 -0.581
H 0.64197 -1.73505 0.55264 0.396 -0.453 0.707
H 0.97627 1.36917 -0.46727 0.957 0.019 0.113
H -2.63604 0.96270 0.59681 0.233 -0.170 0.097
O 1.74543 1.58114 0.10363 -0.853 0.742 -0.854
H 0.36233 -2.49746 -1.39343 0.136 -0.778 -0.474
H 0.40794 1.56905 -3.08136 0.205 -0.177 -0.146
O -0.03337 0.97433 -2.46385 -0.293 -0.737 0.739
H 2.63337 -0.76443 2.25796 -0.757 0.694 -0.051
H 1.92984 0.82993 0.70018 0.037 -0.104 0.015
O 1.90997 -0.26229 1.82883 0.524 -1.081 0.332
```
Positions in Å, forces in eV/Å.

Summary:
**Energy above the lowest of the compared OMol25 structures with the same formula, charge and spin**: 201.5 kcal/mol
**HOMO level**: -8.82 eV
**Kohn-Sham gap**: 4.19 eV
**Lowest unoccupied orbital energy**: -4.628 eV
**DFT total energy**: -11983.732 eV

(4)
The following is a quantum chemistry calculation of a 3-piece molecular cluster, C4H13NO3 overall in a non-equilibrium geometry, from OMol25.

Geometry as XYZ:
```
21
Properties=species:S:1:pos:R:3:forces:R:3
C 1.83892 -0.11250 1.80295 -0.271 -0.437 -0.713
C 1.64382 -0.60574 0.33215 0.792 0.974 1.921
N 0.39308 -0.18718 -0.23877 -0.204 -0.453 -0.113
C 0.04396 1.03794 -0.69982 -0.223 -0.297 -0.503
C 1.03530 2.15680 -0.63223 1.252 -0.347 0.127
O -1.04168 1.18572 -1.24158 0.015 0.474 -0.087
H 2.76120 -0.53704 2.20132 0.005 0.112 0.046
H 1.00299 -0.49713 2.36960 -0.184 -0.034 0.408
H 1.85255 0.96976 1.90765 0.061 0.059 -0.131
H 2.49002 -0.21145 -0.21496 0.122 -0.212 -0.564
H 1.73981 -1.68278 0.42650 -0.335 -0.143 -0.670
H -0.32860 -0.87732 -0.39725 0.068 0.092 0.064
H 1.08172 2.64441 -1.60179 -0.321 0.230 0.086
H 0.83642 2.85568 0.17056 -0.424 0.224 -0.033
H 2.05123 1.79243 -0.43150 -0.223 -0.008 -0.050
O -2.67076 -2.90802 0.04886 -0.006 -0.056 0.014
H -2.91750 -2.06573 -0.36778 0.102 0.035 -0.025
H -1.71838 -2.86187 0.16328 -0.041 -0.042 0.025
O -3.22847 -0.35965 -1.07751 -0.415 -0.270 -0.073
H -4.11486 -0.02734 -0.90771 0.111 0.088 -0.125
H -2.75075 0.29100 -1.61195 0.118 0.012 0.399
```
Positions in Å, forces in eV/Å.

Summary:
**Energy above the lowest of the compared OMol25 structures with the same formula, charge and spin**: 11.8 kcal/mol
**HOMO level**: -9.86 eV
**Kohn-Sham gap**: 10.52 eV
**SMILES**: CCNC(C)=O.O.O
**Lowest unoccupied orbital energy**: 0.667 eV
**DFT total energy**: -11991.958 eV

(5)
The following is a quantum chemistry calculation of C4H13NO3Tl as an isolated structure in a non-equilibrium geometry, from OMol25.

Geometry as XYZ:
```
22
Properties=species:S:1:pos:R:3:forces:R:3
Tl 2.01187 -0.70458 1.20978 -1.498 0.704 1.055
O 2.77287 -1.93344 3.56805 -1.740 1.255 -0.460
H 3.03057 -2.35697 4.40373 0.889 -0.439 -0.502
O 0.03173 0.33209 2.52340 1.688 -0.719 -0.625
H -0.48174 -0.43201 2.83723 0.109 -0.052 0.020
C -0.73965 2.38814 -1.46568 -0.936 -0.345 0.946
C -0.18696 1.25577 -0.58762 0.158 0.152 -1.084
C -0.84515 -0.06749 -0.88238 -0.418 -0.623 -0.116
O -0.33212 -1.08381 -0.01539 0.137 0.419 0.206
C -0.86360 -2.36978 -0.23372 -0.282 -1.055 -0.178
N 1.26365 1.14316 -0.83734 0.642 0.136 0.743
H -0.29024 3.33238 -1.16092 0.229 0.004 -0.332
H -1.79491 2.49470 -1.19345 -0.045 0.051 -0.291
H -0.67218 2.19442 -2.53328 0.205 0.071 -0.030
H -0.35691 1.51793 0.45444 0.213 -0.128 0.071
H -0.69218 -0.41247 -1.91496 0.102 0.314 -0.048
H -1.92826 0.01257 -0.73777 0.062 0.020 0.105
H -1.95578 -2.45515 -0.23839 -0.018 0.693 0.112
H -0.53785 -3.00020 0.59304 0.211 -0.031 -0.105
H -0.54243 -2.80080 -1.18768 0.245 0.095 0.064
H 1.49298 0.84589 -1.78424 -0.344 -0.325 0.037
H 1.61625 2.09964 -0.81685 0.392 -0.195 0.411
```
Positions in Å, forces in eV/Å.

Summary:
**Total charge**: +1
**Energy above the lowest of the compared OMol25 structures with the same formula, charge and spin**: 17.6 kcal/mol
**HOMO level**: -13.44 eV
**Kohn-Sham gap**: 4.38 eV
**Lowest unoccupied orbital energy**: -9.059 eV
**DFT total energy**: -16671.157 eV

(6)
The following is a quantum chemistry calculation of a 2-piece molecular cluster, C4H13NOP overall in a non-equilibrium geometry, from OMol25.

Geometry as XYZ:
```
20
Properties=species:S:1:pos:R:3:forces:R:3
C 2.08055 1.21797 -0.42269 1.997 -1.673 2.451
C -1.27670 0.22337 2.07909 2.494 0.739 -1.362
C 0.91165 -2.14419 -0.63511 0.855 0.304 0.682
C -2.20125 0.55348 -1.22985 2.650 -1.258 0.171
N 1.11913 0.54830 0.44304 -0.874 -0.717 0.162
O -0.63776 -0.95094 1.43111 -0.358 0.874 -0.848
P 0.05039 -0.62754 0.01499 -1.826 -0.049 0.058
H 2.03600 0.90871 -1.40927 -0.639 -0.235 -2.096
H 1.97588 2.23397 -0.25063 -0.047 2.024 -0.311
H 3.12074 0.91208 -0.11204 -0.943 0.438 -0.061
H -1.35681 1.17759 1.48733 0.102 -1.174 -0.210
H -0.60122 0.45976 2.86948 0.025 0.071 1.029
H -2.22089 -0.04340 2.36217 -2.261 -0.859 0.984
H 0.72627 -2.22877 -1.72299 0.416 0.193 0.571
H 0.61048 -3.11099 -0.16553 -0.234 1.004 -0.082
H 2.00639 -1.98792 -0.33508 -1.385 -0.185 -0.815
H -1.58775 1.27986 -1.67674 0.555 0.858 -0.633
H -2.89463 0.89017 -0.53246 -1.018 0.158 1.328
H -2.31356 -0.34927 -1.75988 -0.565 -0.747 -0.549
H 0.59463 1.09851 1.13481 1.057 0.235 -0.466
```
Positions in Å, forces in eV/Å.

Summary:
**Total charge**: +1
**Energy above the lowest of the compared OMol25 structures with the same formula, charge and spin**: 81.6 kcal/mol
**HOMO level (spin up / spin down)**: -13.00 / -13.09 eV
**Kohn-Sham gap (spin up / spin down)**: 8.25 / 7.65 eV
**Lowest unoccupied orbital energy (spin up / spin down)**: -4.745 / -5.442 eV
**DFT total energy**: -17175.791 eV